Below is C2H5NP2 in the gas phase at a distorted geometry, with properties calculated with wB97M-V/def2-TZVPD.

The geometry in XYZ format:
```
10
Properties=species:S:1:pos:R:3:nbo_charge:R:1
C -0.17142 -1.37791 -0.20313 -0.499
N 0.79485 -0.68793 -1.25698 -0.863
P 1.32612 0.76175 -1.05892 1.023
C 0.37887 1.35697 0.53186 -1.064
P -0.84353 0.00856 0.97002 0.503
H -1.02333 -2.02954 -0.70414 0.234
H 0.47254 -2.07563 0.27905 0.211
H 0.97802 1.59207 1.44379 0.258
H -0.12089 2.12356 0.04902 0.240
H -1.79121 0.32810 -0.05056 -0.043
```

Output
SMILES string = C1N=PCP1
HOMO-LUMO gap = 0.3388 hartree
Energy relative to the best compared isomer or geometry (same formula, charge and spin) = 15.79 kcal/mol